1.
Formula: C19H32F5N2O9TeTi
Source: the OMol25 dataset
Level of theory: ωB97M-V/def2-TZVPD

The geometry in ORCA input format:
```
! wB97M-V def2-TZVPD RIJCOSX def2/J DEFGRID3
* xyz 2 2
Ti -0.0304 -0.8806 -0.3794
C 0.9921 0.2828 2.3552
C -0.3931 -0.2550 2.6092
O -0.6082 -1.3049 1.6317
C -1.8032 -2.1015 1.9243
C -3.0615 -1.2985 1.6594
O -2.8989 -0.6811 0.3966
C -3.7123 0.4708 0.1518
C -3.3306 1.6749 0.9940
O -1.9338 1.9279 0.9272
C -1.5342 3.2370 0.5309
C -0.9793 3.2657 -0.8725
O 0.2525 2.5501 -0.8802
C 0.9241 2.5245 -2.1225
C 1.0532 1.0993 -2.6443
O 1.4036 0.1504 -1.5832
C 2.6547 0.4272 -0.9192
C 2.3533 0.9527 0.4684
O 1.1787 0.2284 0.9275
H 1.7819 -0.3050 2.8240
H 1.0631 1.3214 2.6808
H -1.1439 0.5185 2.4649
H -0.4623 -0.6881 3.6068
H -1.7399 -2.4158 2.9655
H -1.7348 -2.9701 1.2806
H -3.2246 -0.5516 2.4396
H -3.9161 -1.9824 1.6646
H -4.7675 0.2305 0.3134
H -3.5700 0.6982 -0.9041
H -3.6116 1.5329 2.0420
H -3.9096 2.5264 0.6274
H -0.7609 3.5723 1.2261
H -2.3701 3.9360 0.6034
H -0.8130 4.3064 -1.1693
H -1.6841 2.8087 -1.5761
H 1.9040 2.9961 -2.0049
H 0.3890 3.0940 -2.8875
H 1.8378 1.0311 -3.3992
H 0.1270 0.7259 -3.0632
H 3.2212 1.1566 -1.4950
H 3.2168 -0.5021 -0.8871
H 2.0968 2.0098 0.4708
H 3.1763 0.7382 1.1519
F -3.5900 -3.1479 -1.1650
Te -2.2778 -2.2398 -2.1628
F -1.1231 0.2176 -1.2265
F -3.3287 -1.8201 -3.6633
F -0.7423 -1.5513 -3.1312
F -1.8169 -3.8645 -2.8510
O -0.9411 -2.3791 -0.7195
O 4.0014 -0.9115 2.6621
C 4.9708 -1.8856 2.2691
N 4.6545 -3.2155 2.6930
C 3.8862 -4.1227 2.0215
O 3.6906 -5.2465 2.4128
C 3.2339 -3.6716 0.7364
C 3.4542 -4.3924 -0.4316
C 2.7738 -4.0311 -1.5835
C 1.8668 -2.9922 -1.5247
N 1.6349 -2.3099 -0.3913
C 2.3138 -2.6424 0.7154
H 4.1790 -0.6537 3.5742
H 5.9522 -1.6195 2.6581
H 5.0076 -1.8448 1.1826
H 5.0454 -3.5673 3.5561
H 4.1418 -5.2287 -0.4271
H 2.9242 -4.5580 -2.5148
H 1.2975 -2.6956 -2.3971
H 2.1105 -2.0725 1.6109
*
```

HOMO energy (spin up / spin down) = -15.208 / -15.211 eV
Orbital gap (spin up / spin down) = 8.002 / 6.179 eV
E_LUMO (spin up / spin down) = -7.21 / -9.03 eV


2.
Formula: C19H32N2OPdSSi
Source: the OMol25 dataset
Level of theory: ωB97M-V/def2-TZVPD

The geometry in ORCA input format:
```
! wB97M-V def2-TZVPD RIJCOSX def2/J DEFGRID3
* xyz 0 1
Pd -0.6339 -0.2334 -0.3034
C -2.5985 -2.8457 1.7018
C -3.3240 -1.7859 0.9271
C -4.6907 -1.8158 0.7143
C -5.2767 -0.7860 -0.0316
C -4.5149 0.2345 -0.5505
C -3.1341 0.2285 -0.2761
N -2.5945 -0.7615 0.4773
N -2.1831 1.0877 -0.7138
Si -2.3530 2.6938 -1.3066
C -3.3100 3.7602 -0.1026
C -0.6321 3.3817 -1.5482
C -3.2156 2.7512 -2.9681
H -2.7176 -2.6736 2.7733
H -1.5361 -2.8151 1.4639
H -2.9946 -3.8347 1.4735
H -5.2823 -2.6317 1.1048
H -6.3429 -0.8056 -0.2241
H -4.9442 1.0055 -1.1746
H -2.9075 3.6605 0.9078
H -4.3641 3.4744 -0.0735
H -3.2605 4.8147 -0.3864
H -0.1308 3.5471 -0.5934
H -0.6772 4.3360 -2.0788
H -0.0215 2.7000 -2.1480
H -4.2504 2.4077 -2.9064
H -2.6974 2.1134 -3.6883
H -3.2289 3.7677 -3.3699
O 0.7154 0.5015 1.5439
S 1.2425 1.8873 1.2707
C 2.3515 2.3066 2.6444
C 3.6232 2.8559 2.0145
C 3.9414 1.9026 0.8627
C 2.6347 1.6935 0.0998
H 2.5225 1.3539 3.1510
H 1.8413 2.9922 3.3178
H 4.4316 2.9132 2.7436
H 3.4530 3.8667 1.6342
H 4.2865 0.9492 1.2671
H 4.7246 2.2883 0.2108
H 2.5136 0.6885 -0.3092
H 2.4841 2.4264 -0.6936
C 2.2033 -4.7690 -1.0170
C 2.7107 -3.4394 -0.4442
C 3.2878 -3.6733 0.9579
C 3.8050 -2.8727 -1.3587
C 1.5975 -2.4775 -0.3597
C 0.6861 -1.6787 -0.3239
H 3.0230 -5.4890 -1.0825
H 1.7861 -4.6233 -2.0138
H 1.4232 -5.1863 -0.3796
H 4.1242 -4.3751 0.9076
H 2.5273 -4.0847 1.6223
H 3.6431 -2.7366 1.3897
H 4.6392 -3.5750 -1.4304
H 4.1819 -1.9273 -0.9643
H 3.4130 -2.6935 -2.3604
*
```

HOMO energy (spin up / spin down) = -7.415 / -7.417 eV
Orbital gap (spin up / spin down) = 6.692 / 6.685 eV
E_LUMO (spin up / spin down) = -0.72 / -0.73 eV